Below is a molecular structure, C4H11N4O4S2, with properties calculated with ωB97M-V/def2-TZVPD.

XYZ file:
```
25
Properties=species:S:1:pos:R:3:forces:R:3
C 3.3477 -1.0191 -0.8321 1.88 0.88 -4.79
C 2.7691 -1.1279 0.3230 -2.79 -0.56 5.67
C -2.2595 -0.8917 -0.1976 -1.13 -4.61 1.84
C 0.3861 3.3269 0.5778 0.19 -2.21 -0.65
N -2.7915 -1.7463 -1.1068 0.63 3.89 2.13
N -2.0227 -1.4284 1.0229 -0.43 1.19 -0.78
N -1.4374 1.2184 0.4149 -2.90 -2.44 0.76
N -2.1059 0.3669 -0.4868 2.72 4.52 -1.53
O 0.8497 -1.4955 1.7364 -2.32 -0.03 2.23
O 0.1301 -0.9451 -0.5326 0.03 0.17 -1.25
O 0.3383 1.6224 -1.3924 -0.50 -0.44 -0.87
O 1.2072 0.7837 0.7849 -0.58 -0.28 0.32
S 1.0714 -0.8074 0.5252 5.90 -3.24 0.86
S 0.0137 1.6272 -0.0039 2.06 4.74 -0.08
H 4.3986 -0.8860 -0.9080 0.73 -0.04 -0.22
H 2.7532 -0.9438 -1.7401 0.24 -0.10 0.05
H 3.2889 -1.3120 1.3702 -1.35 0.41 -2.43
H 0.4029 3.4030 1.6275 -0.39 0.08 1.22
H 1.3852 3.3720 0.1950 0.60 0.41 -0.34
H -0.2949 3.9053 0.0448 -0.99 1.48 -0.65
H -2.6878 -2.6703 -1.0126 0.74 -4.13 1.06
H -3.0900 -1.5368 -1.9904 -0.90 1.51 -2.42
H -2.5818 -2.1992 1.2589 -0.68 -1.22 0.13
H -1.3523 -1.2077 1.7575 0.11 0.71 -0.70
H -1.7183 0.5914 -1.4356 -0.86 -0.68 0.46
```
Positions in Å, forces in eV/Å.

Output
DFT total energy (a.u.): -1474.77766
Charge: +1
Multiplicity: 3

=====

Below is C4H11N5 in the gas phase, with properties calculated with ωB97M-V/def2-TZVPD.

XYZ file:
```
20
Properties=species:S:1:pos:R:3:forces:R:3
C -2.6519 0.6531 -0.3323 0.70 0.09 -0.54
C -1.5935 -0.0789 0.0650 -1.86 0.62 -1.20
N -1.7505 -0.9947 1.0921 1.28 -0.69 0.50
N -0.4035 -0.0536 -0.7436 0.67 0.21 1.45
N -0.4027 -0.9146 -1.8920 -0.60 -0.65 -0.71
C 0.8291 0.0990 -0.0994 0.29 0.45 2.35
C 2.0079 0.5865 -0.9294 -0.44 -0.29 -0.06
N 0.8668 -0.0179 1.2132 -1.94 -0.74 -3.12
N 2.0320 0.3130 1.8279 1.95 0.84 0.98
H -2.5926 1.2822 -1.2141 0.11 -0.07 0.18
H -3.6231 0.5573 0.1367 0.13 0.00 0.17
H -2.4770 -0.7264 1.7462 0.17 -0.09 -0.19
H -0.8478 -1.1261 1.5565 -0.52 0.03 0.09
H 0.5319 -1.2824 -2.0685 -0.03 0.31 0.29
H -0.9552 -1.7437 -1.6544 0.12 0.23 0.06
H 2.8024 -0.1646 -0.9126 0.06 0.21 0.07
H 1.7105 0.7879 -1.9619 -0.04 -0.14 0.17
H 2.3898 1.5258 -0.5191 0.03 -0.22 0.02
H 2.0184 -0.0333 2.7894 -0.24 0.16 -0.45
H 2.1088 1.3314 1.9002 0.17 -0.24 -0.06
```
Positions in Å, forces in eV/Å.

Output
ΔE to the lowest compared entry with this formula, charge and spin (kcal per mole): 60.32
DFT total energy (a.u.): -432.68413
Charge: 0
SMILES: C=C(N)N(N)/C(C)=N/N

=====

Below is a gas-phase ion, C4H11N6 (charge +1), with properties calculated with ωB97M-V/def2-TZVPD.

XYZ file:
```
21
Properties=species:S:1:pos:R:3:forces:R:3
C -1.1278 -1.1533 -0.0383 0.40 3.26 -0.10
C 0.7643 -0.3372 -1.5111 0.31 0.44 -0.64
C -1.2128 0.8926 1.3700 2.23 -2.72 -1.25
C 0.3799 -1.2332 -0.3640 0.23 -1.89 3.89
N 1.2022 -0.8241 0.8521 0.15 0.74 -1.42
N -0.9285 1.2001 -0.8612 -2.16 -3.14 0.61
N -1.4946 0.3056 0.1768 0.31 1.67 -0.54
N 0.3244 1.0041 -1.1651 2.46 2.82 0.53
N 0.9915 0.5042 1.2578 -2.40 1.05 0.76
N 1.2722 1.3416 0.0896 -0.23 -1.06 2.20
H -1.5840 -1.4157 -0.9705 -1.23 -0.69 0.00
H -1.5079 -1.5010 0.9309 0.47 -1.33 -0.74
H 1.8566 -0.1673 -1.8563 -1.76 -1.10 0.81
H 0.1196 -0.5338 -2.3382 -0.01 -0.59 -1.07
H -1.1160 1.9263 1.4742 -0.18 1.51 -0.21
H -1.5781 0.3855 2.2133 0.05 -0.77 1.26
H 0.5136 -2.3387 -0.3427 0.59 0.74 -1.16
H 1.0718 -1.3996 1.6760 -0.02 -0.06 -0.18
H -1.4489 2.0453 -0.7217 0.86 1.03 -0.88
H 2.2981 1.1004 -0.0059 -0.98 1.02 -0.94
H 1.0237 2.2965 0.4580 0.91 -0.94 -0.97
```
Positions in Å, forces in eV/Å.

Output
ΔE to the lowest compared entry with this formula, charge and spin (kcal per mole): 183.04
DFT total energy (a.u.): -487.02191
Charge: +1

=====

Below is 2 unconnected molecules or ions with the total composition C4H11NO, with properties calculated with ωB97M-V/def2-TZVPD.

XYZ file:
```
17
Properties=species:S:1:pos:R:3:forces:R:3
C -2.2241 -2.1531 0.9105 -2.28 -0.31 1.36
C -0.8785 -2.6518 0.5538 0.44 0.72 -0.45
C -0.3960 -2.5954 -0.6996 -0.43 -0.13 1.37
H -3.0744 -2.4821 0.2995 0.38 -0.08 -0.34
H -2.3461 -1.0602 0.9774 0.74 -0.09 -0.53
H -2.5529 -2.4114 1.9390 0.42 -0.38 -0.34
H -0.2495 -2.8479 1.4244 0.32 0.47 -0.38
H 0.6622 -2.3956 -0.8255 0.04 -0.85 -0.50
H -1.1211 -2.6217 -1.5080 0.38 0.66 -0.19
N 2.4308 2.8527 -0.2495 -0.12 0.02 0.22
C 0.9912 2.8102 -0.4414 0.24 -0.75 -0.82
O 0.5920 1.4572 -0.8028 0.34 0.93 0.57
H 2.7610 3.8000 -0.4531 0.05 -0.05 -0.09
H 2.6900 2.6705 0.7191 -0.13 -0.01 0.07
H 0.8160 3.4106 -1.3350 -0.43 0.46 0.37
H 0.4163 3.0738 0.4339 -0.25 0.37 0.09
H 1.4831 1.1443 -0.9427 0.30 -0.98 -0.41
```
Positions in Å, forces in eV/Å.

Output
ΔE to the lowest compared entry with this formula, charge and spin (kcal per mole): 38.36
DFT total energy (a.u.): -288.88092
Charge: -1
Multiplicity: 2

=====

Below is 2 unconnected molecules or ions with the total composition C4H11NO, with properties calculated with ωB97M-V/def2-TZVPD.

XYZ file:
```
17
Properties=species:S:1:pos:R:3:forces:R:3
C -1.6763 2.9808 1.3886 -2.56 0.74 -0.08
C -0.3988 2.7568 1.1284 0.24 0.72 -2.75
C -0.0766 1.3320 0.6191 1.72 -0.76 -0.23
C 1.2779 1.0855 -0.0870 0.28 3.88 -0.91
N 1.6395 -0.1836 -0.6460 0.59 -1.98 0.15
H -2.4736 2.3835 0.8424 0.87 -0.08 1.74
H -2.0780 3.8665 1.9593 0.69 -0.62 -1.18
H 0.1185 3.7412 0.8049 0.43 -1.90 1.64
H -0.6941 0.9049 -0.1921 -1.03 0.34 1.10
H -0.0346 0.7610 1.5577 -0.64 -0.42 -0.47
H 1.1439 1.7864 -1.0064 0.63 -0.73 1.29
H 2.0890 1.5693 0.5236 -0.45 -0.68 -0.44
H 1.2387 -1.0789 -0.3334 -0.37 1.11 0.28
H 2.6438 -0.3555 -0.5731 -0.41 0.39 -0.13
O -0.8779 -6.1769 -1.6448 -0.15 0.54 -0.58
H 0.0442 -6.2763 -1.8979 0.10 -0.13 0.10
H -1.2072 -5.5333 -2.2994 0.05 -0.41 0.48
```
Positions in Å, forces in eV/Å.

Output
ΔE to the lowest compared entry with this formula, charge and spin (kcal per mole): 78.92
DFT total energy (a.u.): -288.89125
Charge: 0
SMILES: C=CCCN.O

=====

Below is 2 unconnected molecules or ions with the total composition C4H11NO, with properties calculated with ωB97M-V/def2-TZVPD.

XYZ file:
```
17
Properties=species:S:1:pos:R:3:forces:R:3
N 3.1574 -0.2425 0.8577 0.38 0.02 0.29
C 2.4896 0.8912 0.4592 0.24 -1.23 -0.35
O 2.5979 1.3661 -0.6403 0.17 0.73 0.17
H 4.0395 -0.5230 0.4680 -0.21 0.06 -0.62
H 2.7240 -0.9228 1.4458 -0.15 0.14 0.57
H 1.8469 1.2616 1.2617 -0.47 0.27 -0.07
C -1.6881 -0.6616 0.7942 1.49 0.24 0.48
C -1.8052 0.4174 -0.2951 -0.53 -0.30 0.28
C -1.2763 -0.0822 -1.6438 0.01 -0.36 1.02
H -0.6207 -0.5929 1.0567 -0.11 -0.27 0.34
H -2.2288 -0.4451 1.7148 -0.19 0.14 -0.13
H -1.8013 -1.7229 0.5787 -0.57 0.11 -0.64
H -2.8352 0.7772 -0.3419 -0.01 -0.01 -0.32
H -1.2166 1.2437 0.1034 0.02 0.23 -0.33
H -1.0819 0.6823 -2.3856 -0.21 0.14 -0.09
H -1.9620 -0.8481 -1.9971 -0.07 0.06 -0.41
H -0.3390 -0.5982 -1.4363 0.23 0.02 -0.20
```
Positions in Å, forces in eV/Å.

Output
ΔE to the lowest compared entry with this formula, charge and spin (kcal per mole): 19.66
DFT total energy (a.u.): -288.98568
Charge: 0
SMILES: NC=O.CCC

=====

Below is 2 unconnected molecules or ions with the total composition C4H11NO, with properties calculated with ωB97M-V/def2-TZVPD.

XYZ file:
```
17
Properties=species:S:1:pos:R:3:forces:R:3
C 1.3213 0.0321 -1.8340 -0.05 -0.04 0.02
C 0.0709 -0.7989 -2.1066 0.17 0.08 0.06
O 1.8093 -0.1292 -0.5162 -0.04 -0.01 -0.04
H 1.1239 0.1939 0.1055 0.04 -0.01 -0.07
H 1.1122 1.0918 -2.0470 0.04 -0.09 0.00
H 2.1308 -0.2812 -2.4984 -0.06 0.05 0.01
H -0.7500 -0.4715 -1.4664 -0.03 0.00 -0.02
H -0.2405 -0.6990 -3.1474 -0.03 0.01 -0.02
H 0.2665 -1.8514 -1.9022 0.01 -0.03 0.01
C -0.7800 -0.5800 2.1450 -0.17 0.13 0.16
C -0.4129 0.6293 1.3598 -0.13 -2.18 -0.08
N -1.1496 1.7077 1.4721 2.25 0.53 -0.59
H -1.8458 1.8011 2.2353 0.37 0.28 -0.21
H -0.1098 2.0532 1.1691 -2.40 1.31 0.80
H -0.8706 -1.4392 1.4797 0.05 -0.02 -0.03
H -1.7116 -0.4529 2.7161 -0.02 0.00 0.02
H 0.0359 -0.8059 2.8356 0.01 -0.03 -0.03
```
Positions in Å, forces in eV/Å.

Output
ΔE to the lowest compared entry with this formula, charge and spin (kcal per mole): 100.23
DFT total energy (a.u.): -288.85729
Charge: 0

=====

Below is 2 unconnected molecules or ions with the total composition C4H11NO, with properties calculated with ωB97M-V/def2-TZVPD.

XYZ file:
```
17
Properties=species:S:1:pos:R:3:forces:R:3
C 0.9183 1.5682 -0.4019 -0.58 1.42 -0.07
N 0.3291 1.0714 0.5986 -0.14 -0.52 -0.70
C -0.9787 0.4217 0.3077 0.15 -0.32 0.75
C -0.9522 -0.9943 -0.3194 0.56 0.67 0.45
C -0.9627 -0.9777 -1.8456 -0.39 -0.89 0.22
H 0.5027 1.5933 -1.4115 -0.17 -0.37 -0.09
H 1.7180 2.3026 -0.2934 0.53 -0.70 0.38
H -1.6077 1.0977 -0.2773 0.13 -0.02 -0.23
H -1.4678 0.3487 1.2792 -0.01 -0.02 0.03
H -1.7953 -1.5322 0.1126 -0.32 -0.02 -0.43
H -0.1019 -1.5579 0.0765 0.23 0.27 -0.13
H -0.7033 -1.9682 -2.2272 -0.14 0.02 -0.06
H -0.2733 -0.2919 -2.3099 0.33 0.35 0.13
H -1.9639 -0.7344 -2.1945 -0.06 0.07 -0.15
O 2.7845 0.0704 3.0854 -0.23 0.98 -1.17
H 2.1562 0.2846 2.3635 0.46 0.12 0.44
H 2.3980 -0.7021 3.4571 -0.35 -1.03 0.66
```
Positions in Å, forces in eV/Å.

Output
ΔE to the lowest compared entry with this formula, charge and spin (kcal per mole): 38.25
DFT total energy (a.u.): -288.95606
Charge: 0
SMILES: C=NCCC.O

=====

Below is 2 unconnected molecules or ions with the total composition C4H11NO, with properties calculated with ωB97M-V/def2-TZVPD.

XYZ file:
```
17
Properties=species:S:1:pos:R:3:forces:R:3
C 1.6602 0.3743 1.1014 0.90 -2.71 -0.43
C 2.4182 0.1384 -0.0043 -2.12 2.07 0.87
O 2.1810 0.9354 -1.1337 -1.38 -1.47 0.33
H 1.5887 -0.4714 1.8994 0.35 2.03 -1.23
H 0.9066 1.1690 1.0458 0.72 -0.42 0.46
H 3.1291 -0.5963 -0.2661 0.60 -1.12 0.60
H 2.7856 1.6320 -1.1934 1.54 1.61 -0.14
C -1.5472 -1.4591 -0.0566 -1.74 -0.79 0.13
N -1.7941 -0.1753 0.6227 1.86 0.88 -2.87
C -1.0598 0.8630 -0.2707 -3.83 -1.77 -1.48
H -0.5165 -1.6658 -0.3455 0.12 0.12 0.82
H -2.1078 -1.6968 -0.9900 0.06 0.96 0.04
H -2.0248 -2.1566 0.6192 0.76 -0.96 0.26
H -2.7836 0.0004 0.5347 -0.26 0.14 0.16
H -1.4725 0.8683 -1.4182 0.58 0.14 2.63
H -1.2663 1.7950 0.2225 0.79 0.71 -0.20
H -0.0966 0.4455 -0.3669 1.04 0.56 0.06
```
Positions in Å, forces in eV/Å.

Output
ΔE to the lowest compared entry with this formula, charge and spin (kcal per mole): 80.67
DFT total energy (a.u.): -288.88846
Charge: 0
SMILES: C=CO.CNC

=====

Below is 2 unconnected molecules or ions with the total composition C4H11NO, with properties calculated with ωB97M-V/def2-TZVPD.

XYZ file:
```
17
Properties=species:S:1:pos:R:3:forces:R:3
C 2.6222 0.3588 -1.9628 0.85 -1.26 -0.25
C 1.4234 -0.0644 -1.5529 -0.01 1.81 0.30
N 1.0702 -1.1108 -0.7113 0.45 2.21 -1.03
H 2.7949 1.1307 -2.6972 -0.52 0.41 0.32
H 3.5316 -0.2162 -1.7781 -0.20 -0.12 0.13
H 0.6392 0.6792 -1.7159 -0.37 -0.61 -0.34
H 1.8754 -1.6598 -0.5158 -0.32 -1.37 0.17
H 0.1117 -1.3610 -0.8920 0.30 -1.10 0.70
C -1.2864 1.1574 1.3515 -1.07 -1.04 0.16
C -2.1243 -0.1221 1.2445 1.33 -0.33 0.75
O -1.3151 -1.2641 0.9587 -1.70 -0.45 -1.65
H -1.9880 1.9524 1.6094 0.29 0.35 -0.37
H -0.6158 1.0382 2.2003 0.36 0.14 -0.19
H -0.7778 1.2619 0.3971 0.24 0.57 0.19
H -2.8231 -0.0836 0.4153 -0.25 0.09 0.13
H -2.6109 -0.3157 2.2024 -0.50 0.19 -0.13
H -0.5273 -1.3809 1.4466 1.13 0.50 1.10
```
Positions in Å, forces in eV/Å.

Output
ΔE to the lowest compared entry with this formula, charge and spin (kcal per mole): 47.43
DFT total energy (a.u.): -288.94143
Charge: 0
SMILES: C=CN.CCO

=====

Below is 2 unconnected molecules or ions with the total composition C4H11NO, with properties calculated with ωB97M-V/def2-TZVPD.

XYZ file:
```
17
Properties=species:S:1:pos:R:3:forces:R:3
C -1.0306 2.1273 -1.3909 0.26 -0.56 -1.62
C -0.0801 1.1974 -1.3355 0.73 0.49 2.25
C 0.5654 0.9957 0.0292 0.47 -0.59 1.41
N 0.2048 -0.2339 0.7662 -0.41 -0.80 -1.04
C 1.0753 -0.7393 1.8377 -0.47 0.62 -0.03
H -1.5470 2.2406 -2.3358 -0.10 0.44 -0.01
H -1.2497 2.8328 -0.5998 -0.18 -0.44 0.24
H 0.4271 0.6724 -2.1389 -0.88 -0.17 -0.28
H 1.6550 0.9028 -0.0051 0.02 0.67 -0.32
H 0.2359 1.7855 0.7169 0.58 0.63 -0.48
H -0.6859 -0.0878 1.2254 -0.15 -0.10 -0.36
H 1.2431 0.0834 2.5487 0.24 -0.40 0.32
H 0.5043 -1.5546 2.2809 0.09 0.14 0.33
H 2.0337 -1.1872 1.5675 -0.10 0.35 -0.60
O -0.6725 -2.6428 -0.2252 0.88 -0.32 0.67
H -0.3875 -1.7346 -0.4440 -0.55 -0.28 0.17
H -1.4148 -2.9785 -0.7077 -0.43 0.32 -0.65
```
Positions in Å, forces in eV/Å.

Output
ΔE to the lowest compared entry with this formula, charge and spin (kcal per mole): 50.34
DFT total energy (a.u.): -288.93680
Charge: 0
SMILES: C=CCNC.O

=====

Below is 2 unconnected molecules or ions with the total composition C4H11NO, with properties calculated with ωB97M-V/def2-TZVPD.

XYZ file:
```
17
Properties=species:S:1:pos:R:3:forces:R:3
C -0.5070 -0.3296 1.7473 0.10 -0.12 0.00
C -0.4922 -0.8160 0.5060 -0.29 0.22 -0.49
N -1.2909 -0.3738 -0.5353 0.19 0.13 0.33
C -1.6432 -1.3021 -1.5936 -0.11 0.21 -0.04
H -1.1795 0.4736 2.0174 -0.14 -0.05 0.13
H 0.1165 -0.7629 2.5116 0.17 0.15 0.01
H 0.2096 -1.5765 0.1859 0.00 -0.22 0.22
H -2.0084 0.2718 -0.2442 -0.07 -0.12 -0.13
H -2.5444 -0.9531 -2.0920 -0.04 0.03 0.01
H -0.8641 -1.3423 -2.3514 0.15 -0.12 -0.03
H -1.8393 -2.3045 -1.2117 0.00 -0.10 -0.02
C 2.3472 1.4470 0.0607 -0.08 0.15 -0.13
O 1.1799 2.1904 0.3622 -0.02 0.12 -0.08
H 2.1339 0.3816 -0.0364 0.05 -0.06 0.08
H 2.7402 1.7957 -0.8953 0.01 0.02 0.00
H 3.1115 1.6077 0.8236 0.05 -0.12 0.05
H 0.5303 1.5931 0.7454 0.04 -0.13 0.08
```
Positions in Å, forces in eV/Å.

Output
ΔE to the lowest compared entry with this formula, charge and spin (kcal per mole): 44.00
DFT total energy (a.u.): -288.94690
Charge: 0
SMILES: C=CNC.CO

=====

Calculated F_max, 6.788, 3.747, 4.335, 2.674, 3.997, 1.584, 2.851, 1.549, 4.466, 2.482, 2.420, 0.610 eV Å⁻¹ (same order as the records).